DFT (wB97M-V/def2-TZVPD) results for a cluster of 12 separate species, C24H72O18 in total in a non-equilibrium geometry.

Bonds (Å) are listed after each position.
Geometry (Å):
1 C -1.21309 1.19697 -9.14992  C2 1.611, H4 1.090, H5 1.090, H6 1.090
2 C -1.48389 1.12534 -7.56305  C1 1.611, O3 1.465, H7 1.090, H8 1.090
3 O -0.70719 0.06182 -6.92045  C2 1.465, H9 0.960
4 H -1.48945 0.34607 -9.77258  C1 1.090
5 H -0.28780 1.58544 -9.57541  C1 1.090
6 H -1.90408 1.95149 -9.52588  C1 1.090
7 H -2.54629 0.93003 -7.41724  C2 1.090
8 H -1.21877 2.07747 -7.10343  C2 1.090
9 H -0.52411 0.28940 -6.00596  O3 0.960
10 C -5.99952 2.28156 -3.66235  C11 1.504, H13 1.090, H14 1.090, H15 1.090
11 C -7.07964 2.41058 -2.62302  C10 1.504, O12 1.438, H16 1.090, H17 1.090
12 O -8.31385 2.07458 -3.28050  C11 1.438, H18 0.960
13 H -6.02052 3.19483 -4.25698  C10 1.090
14 H -5.89227 1.31471 -4.15408  C10 1.090
15 H -4.96610 2.23246 -3.31924  C10 1.090
16 H -7.17564 3.33369 -2.05140  C11 1.090
17 H -6.93268 1.60440 -1.90428  C11 1.090
18 H -8.27037 1.36608 -3.92683  O12 0.960
19 C -0.57401 -5.19783 5.59288  C20 1.519, H22 1.090, H23 1.090, H24 1.090
20 C 0.20324 -4.94430 4.31305  C19 1.519, O21 1.367, H25 1.090, H26 1.090
21 O 0.23967 -6.11608 3.61039  C20 1.367, H27 0.960
22 H -1.51467 -5.70663 5.38216  C19 1.090
23 H -0.81212 -4.20866 5.98394  C19 1.090
24 H 0.03324 -5.80177 6.26713  C19 1.090
25 H 1.17791 -4.51508 4.54518  C20 1.090
26 H -0.40992 -4.36616 3.62176  C20 1.090
27 H 0.63956 -5.88815 2.76793  O21 0.960
28 C 1.20779 -0.22678 7.94597  C29 1.530, H31 1.090, H32 1.090, H33 1.090
29 C 2.10753 -0.23877 6.70877  C28 1.530, O30 1.383, H34 1.090, H35 1.090
30 O 2.45078 1.00332 6.20746  C29 1.383, H36 0.960
31 H 1.82807 -0.03040 8.82049  C28 1.090
32 H 0.81347 -1.24062 8.01489  C28 1.090
33 H 0.38663 0.47946 8.06851  C28 1.090
34 H 1.57267 -0.82070 5.95819  C29 1.090
35 H 3.01247 -0.78295 6.97904  C29 1.090
36 H 2.89669 0.95156 5.35888  O30 0.960
37 C -3.96979 -3.19184 -3.03248  C38 1.540, H40 1.090, H41 1.090, H42 1.090
38 C -5.42461 -2.98717 -2.56948  C37 1.540, O39 1.412, H43 1.090, H44 1.090
39 O -6.08599 -4.17475 -2.95042  C38 1.412, H45 0.960
40 H -3.69895 -4.20867 -2.74824  C37 1.090
41 H -3.39009 -2.47671 -2.44883  C37 1.090
42 H -3.68948 -3.05965 -4.07750  C37 1.090
43 H -5.94884 -2.06763 -2.82975  C38 1.090
44 H -5.44416 -3.01323 -1.47996  C38 1.090
45 H -6.10918 -4.21056 -3.90947  O39 0.960
46 C -3.88013 -3.52681 2.29738  C47 1.532, H49 1.090, H50 1.090, H51 1.090
47 C -3.69101 -2.28432 3.17271  C46 1.532, O48 1.424, H52 1.090, H53 1.090
48 O -4.04429 -1.12864 2.41867  C47 1.424, H54 0.960
49 H -3.41382 -4.41899 2.71531  C46 1.090
50 H -3.36451 -3.47180 1.33863  C46 1.090
51 H -4.93581 -3.64092 2.05111  C46 1.090
52 H -2.68555 -2.12518 3.56236  C47 1.090
53 H -4.27233 -2.37514 4.09027  C47 1.090
54 H -4.99514 -1.06126 2.30485  O48 0.960
55 C 5.98124 2.61705 1.88637  C56 1.445, O58 1.439, H59 1.090, H60 1.090
56 C 6.92278 1.52542 1.78262  C55 1.445, O57 1.424, H61 1.090, H62 1.090
57 O 8.19190 1.99351 2.22695  C56 1.424, H63 0.960
58 O 4.62515 2.14257 1.96830  C55 1.439, H64 0.960
59 H 6.01220 3.07025 0.89553  C55 1.090
60 H 6.15590 3.38030 2.64468  C55 1.090
61 H 7.22837 1.20053 0.78805  C56 1.090
62 H 6.74906 0.68077 2.44932  C56 1.090
63 H 8.25931 2.01885 3.18425  O57 0.960
64 H 4.08275 2.92359 2.10029  O58 0.960
65 C 2.66391 -3.96092 -3.11709  C66 1.535, O68 1.507, H69 1.090, H70 1.090
66 C 1.48762 -4.28637 -2.18617  C65 1.535, O67 1.416, H71 1.090, H72 1.090
67 O 2.08747 -4.71582 -0.97781  C66 1.416, H73 0.960
68 O 3.61870 -5.11380 -3.29115  C65 1.507, H74 0.960
69 H 3.23559 -3.18404 -2.60942  C65 1.090
70 H 2.29579 -3.68242 -4.10452  C65 1.090
71 H 1.08680 -5.16406 -2.69321  C66 1.090
72 H 0.77279 -3.46409 -2.21766  C66 1.090
73 H 2.91086 -5.15368 -1.20565  O67 0.960
74 H 4.26109 -4.76273 -3.91219  O68 0.960
75 C -1.33377 6.02933 -3.39132  C76 1.548, O78 1.415, H79 1.090, H80 1.090
76 C -2.22980 7.29156 -3.34967  C75 1.548, O77 1.396, H81 1.090, H82 1.090
77 O -1.95026 8.25947 -4.31611  C76 1.396, H83 0.960
78 O 0.06204 6.25474 -3.43956  C75 1.415, H84 0.960
79 H -1.67388 5.33138 -4.15636  C75 1.090
80 H -1.50806 5.40918 -2.51205  C75 1.090
81 H -2.03523 7.63603 -2.33400  C76 1.090
82 H -3.25950 6.93420 -3.33872  C76 1.090
83 H -2.58723 8.97716 -4.28822  O77 0.960
84 H 0.08772 6.75530 -4.25833  O78 0.960
85 C 5.23734 -3.79394 2.78760  C86 1.542, O88 1.373, H89 1.090, H90 1.090
86 C 6.03147 -4.62943 1.76378  C85 1.542, O87 1.453, H91 1.090, H92 1.090
87 O 5.24800 -5.75582 1.28532  C86 1.453, H93 0.960
88 O 4.11802 -3.24300 2.21333  C85 1.373, H94 0.960
89 H 5.88262 -2.98308 3.12557  C85 1.090
90 H 4.86673 -4.36815 3.63672  C85 1.090
91 H 6.83402 -5.09922 2.33239  C86 1.090
92 H 6.40356 -4.07231 0.90397  C86 1.090
93 H 5.78307 -6.35126 0.75547  O87 0.960
94 H 3.81244 -3.88086 1.56421  O88 0.960
95 C 0.93060 0.22731 -0.61953  C96 1.514, O98 1.352, H99 1.090, H100 1.090
96 C 0.04459 0.07378 0.59906  C95 1.514, O97 1.365, H101 1.090, H102 1.090
97 O -0.93244 1.02618 0.57690  C96 1.365, H103 0.960
98 O 0.30168 0.23758 -1.81629  C95 1.352, H104 0.960
99 H 1.79313 -0.42796 -0.49801  C95 1.090
100 H 1.42016 1.20047 -0.58211  C95 1.090
101 H 0.55547 0.07414 1.56192  C96 1.090
102 H -0.44796 -0.89404 0.50517  C96 1.090
103 H -1.62511 0.63888 1.11710  O97 0.960
104 H -0.50622 0.72683 -1.64451  O98 0.960
105 C 0.65397 7.41303 1.73450  C106 1.607, O108 1.427, H109 1.090, H110 1.090
106 C 0.86918 5.84156 1.47933  C105 1.607, O107 1.467, H111 1.090, H112 1.090
107 O 1.81029 5.37790 2.50476  C106 1.467, H113 0.960
108 O -0.14734 7.68432 2.88389  C105 1.427, H114 0.960
109 H 0.02374 7.84105 0.95495  C105 1.090
110 H 1.53381 8.01832 1.95270  C105 1.090
111 H 1.41791 5.68565 0.55052  C106 1.090
112 H -0.03150 5.23981 1.35784  C106 1.090
113 H 1.39990 5.65393 3.32755  O107 0.960
114 H 0.32729 7.29150 3.62011  O108 0.960

Results
HOMO level ... -0.36664 Eh
Energy relative to the best compared isomer or geometry (same formula, charge and spin) ... 523.6 kJ/mol
Multiplicity ... 1
Largest force on an atom ... 3.934 eV/Å

---

DFT (wB97M-V/def2-TZVPD) results for a cluster of 2 separate species, C5H7NO2S in total in a non-equilibrium geometry.

Bonds (Å) are listed after each position.
Geometry (Å):
1 C 1.96818 -0.41441 0.14662  N6 1.312, H10 1.079, H11 1.111
2 C -0.54976 2.01207 2.68684  O7 1.144, O8 1.159
3 C -1.61233 -1.08754 -0.69679  C5 1.528, S9 1.842, H12 1.068, H13 1.118
4 C 0.35590 0.35038 -1.57148  N6 1.530, S9 1.759, H14 1.081, H15 1.065
5 C -0.37587 -1.03547 0.19918  C3 1.528, N6 1.369, H16 1.079
6 N 0.72964 -0.39078 -0.28596  C1 1.312, C4 1.530, C5 1.369
7 O -0.62706 1.08259 3.34858  C2 1.144
8 O -0.45976 2.94017 1.99786  C2 1.159
9 S -1.39538 0.43743 -1.70768  C3 1.842, C4 1.759
10 H 2.33503 -1.19534 0.79504  C1 1.079
11 H 2.80709 0.13926 -0.32746  C1 1.111
12 H -1.70512 -1.85465 -1.43381  C3 1.068
13 H -2.58418 -0.75994 -0.25172  C3 1.118
14 H 0.74704 1.35791 -1.61057  C4 1.081
15 H 0.67704 -0.11349 -2.47433  C4 1.065
16 H -0.31047 -1.46818 1.18567  C5 1.079

Results
HOMO level ... -0.25458 Eh
Energy relative to the best compared isomer or geometry (same formula, charge and spin) ... 188.2 kJ/mol
Multiplicity ... 1
Largest force on an atom ... 2.587 eV/Å

---

DFT (wB97M-V/def2-TZVPD) results for a cluster of 2 separate species, C10H13NO2 in total in a non-equilibrium geometry.

Bonds (Å) are listed after each position.
Geometry (Å):
1 C -0.42457 1.03629 2.06487  N11 1.188, O12 1.171
2 C -0.89839 -1.52622 0.59845  C8 1.289, O13 1.160
3 C 0.06479 0.63454 -2.25263  C4 1.574, C5 1.561, H14 0.992, H15 1.143
4 C -0.89668 0.48924 -1.01476  C3 1.574, C8 1.536, H16 1.135, H17 1.009
5 C 1.38240 0.41124 -1.44647  C3 1.561, C9 1.518, H18 1.146, H19 1.117
6 C 2.32395 -1.30277 0.08689  C7 1.513, C9 1.481, H20 1.122, H21 1.024
7 C 1.88465 -2.14899 -1.08744  C6 1.513, C9 1.505, H22 1.051, H23 0.979
8 C -0.35535 -0.73492 -0.26210  C2 1.289, C4 1.536, C9 1.573
9 C 1.14423 -0.89474 -0.71021  C5 1.518, C6 1.481, C7 1.505, C8 1.573
10 C -2.86542 1.56201 2.61488  N11 1.414, H24 1.059, H25 1.015, H26 1.028
11 N -1.60499 1.07579 2.19573  C1 1.188, C10 1.414
12 O 0.74325 0.96867 2.01761  C1 1.171
13 O -1.22649 -2.34969 1.34591  C2 1.160
14 H -0.08635 -0.00311 -2.99717  C3 0.992
15 H -0.22131 1.65158 -2.68992  C3 1.143
16 H -0.84057 1.45622 -0.42405  C4 1.135
17 H -1.85810 0.35212 -1.28695  C4 1.009
18 H 2.29658 0.51596 -2.12993  C5 1.146
19 H 1.54160 1.31828 -0.81510  C5 1.117
20 H 2.36761 -1.62842 1.15962  C6 1.122
21 H 3.14615 -0.70532 -0.04013  C6 1.024
22 H 2.31636 -2.12635 -2.04504  C7 1.051
23 H 1.46541 -3.01163 -0.89096  C7 0.979
24 H -3.43972 0.68316 2.47842  C10 1.059
25 H -2.91735 1.93219 3.55807  C10 1.015
26 H -3.04170 2.34484 1.97241  C10 1.028

Results
HOMO level ... -0.29833 Eh
Energy relative to the best compared isomer or geometry (same formula, charge and spin) ... 451.4 kJ/mol
Multiplicity ... 1
Largest force on an atom ... 6.211 eV/Å

---

DFT (wB97M-V/def2-TZVPD) results for the molecule C10H20N2O4 in a non-equilibrium geometry.

Bonds (Å) are listed after each position.
Geometry (Å):
1 C 1.58272 0.20759 0.93798  C2 1.515, C3 1.578, H13 1.258, N31 1.514
2 C 0.16165 -0.29386 0.78360  C1 1.515, N32 1.331, O33 1.239
3 C 2.42988 -0.46325 -0.21263  C1 1.578, C4 1.481, H14 1.091, H15 1.080
4 C 3.75594 0.18064 -0.35418  C3 1.481, C5 1.536, C6 1.510, H16 1.068
5 C 4.78759 -0.67273 -1.10720  C4 1.536, H17 1.071, H18 1.007, H19 1.061
6 C 3.80276 1.55967 -0.96680  C4 1.510, H20 1.152, H21 1.130, H22 1.097
7 C -2.14589 -0.02044 0.38238  C8 1.439, C9 1.507, H24 1.216, N32 1.460
8 C -2.21389 -1.23559 -0.38524  C7 1.439, O34 1.229, O36 1.359
9 C -2.87051 1.05807 -0.38093  C7 1.507, C10 1.565, H25 1.060, O35 1.380
10 C -4.40988 0.93377 -0.12611  C9 1.565, H27 1.083, H28 1.057, H29 1.034
11 H 2.39696 -0.74904 2.61168  N31 0.960
12 H 3.16023 0.52683 2.18392  N31 0.991
13 H 1.43663 1.37192 0.48512  C1 1.258
14 H 1.93484 -0.43409 -1.18386  C3 1.091
15 H 2.67935 -1.45552 0.13223  C3 1.080
16 H 4.10374 0.50532 0.60212  C4 1.068
17 H 4.93827 -1.67205 -0.75181  C5 1.071
18 H 5.61599 -0.15887 -1.35840  C5 1.007
19 H 4.38094 -0.98739 -2.03560  C5 1.061
20 H 2.96469 2.32506 -0.77249  C6 1.152
21 H 4.75944 2.07759 -0.66160  C6 1.130
22 H 3.92832 1.66461 -2.05121  C6 1.097
23 H -0.72239 1.44187 -0.19768  N32 1.098
24 H -2.51773 -0.36627 1.48753  C7 1.216
25 H -2.66305 0.88286 -1.40594  C9 1.060
26 H -2.56543 2.83002 -0.73768  O35 0.952
27 H -4.69741 1.36424 0.82483  C10 1.083
28 H -4.90529 1.62372 -0.75551  C10 1.057
29 H -4.80881 0.01709 -0.39036  C10 1.034
30 H -1.85059 -2.12010 -1.99850  O36 1.014
31 N 2.25220 0.14550 2.29425  C1 1.514, H11 0.960, H12 0.991
32 N -0.80579 0.55494 0.44384  C2 1.331, C7 1.460, H23 1.098
33 O -0.16857 -1.45723 1.05243  C2 1.239
34 O -2.58050 -2.32876 0.04144  C8 1.229
35 O -2.43703 2.29782 0.04121  C9 1.380, H26 0.952
36 O -1.93587 -1.15111 -1.71240  C8 1.359, H30 1.014

Results
HOMO level ... -0.34900 Eh
Energy relative to the best compared isomer or geometry (same formula, charge and spin) ... 383.9 kJ/mol
Multiplicity ... 1
Largest force on an atom ... 5.404 eV/Å

---

The evaluated HOMO-LUMO gap for the records listed, in turn: 9.99, 7.48, 8.79, 9.83 eV.